a | Formula: C2H3ClO2
Source: OMol25
Level of theory: ωB97M-V/def2-TZVPD

Structure (XYZ):
```
8
Properties=species:S:1:pos:R:3
C 2.004 1.537 0.508
C -2.031 0.468 -0.047
O 2.218 2.182 -0.392
O -1.557 -0.059 -1.006
Cl 4.200 -0.589 -0.073
H -1.419 0.987 0.711
H -3.118 0.477 0.153
H 4.337 -1.747 -0.601
```

2S+1 ... 1
LUMO ... 0.846 eV
Highest occupied orbital energy ... -10.27 eV
Charge ... 0



b | Formula: C2H3ClO2
Source: OMol25
Level of theory: ωB97M-V/def2-TZVPD

Structure (XYZ):
```
8
Properties=species:S:1:pos:R:3
C 1.396 0.157 0.315
C -1.341 -0.363 -0.301
O 0.971 0.458 -0.747
O -1.362 -1.163 0.582
Cl -2.051 1.255 -0.058
H 0.806 -0.275 1.097
H 2.497 0.519 0.357
H -0.916 -0.587 -1.245
```

Structure (SMILES) ... O=CCl.C=O
2S+1 ... 1
LUMO ... 0.616 eV
Highest occupied orbital energy ... -10.50 eV
Charge ... 0



Relative energies with respect to the most stable structure, expressed in hartree: a 0.0000; b 0.0128.



a | Formula: C5H8N2S
Source: OMol25
Level of theory: ωB97M-V/def2-TZVPD

Structure (XYZ):
```
16
Properties=species:S:1:pos:R:3
C -2.512 -0.111 -0.352
C -1.045 -0.032 -0.036
C -0.315 1.044 0.082
C 1.147 1.058 0.451
C 1.238 -1.856 0.033
H -3.075 0.855 -0.352
H -3.008 -0.629 0.543
H -2.633 -0.581 -1.284
H -0.768 2.032 -0.010
H 1.470 2.138 0.328
H 1.311 0.793 1.483
H 3.001 0.605 -0.477
H 1.479 -2.898 0.160
N 2.033 0.310 -0.468
N 2.174 -1.071 -0.303
S -0.496 -1.656 0.205
```

Structure (SMILES) ... CC1=CCNN=CS1
2S+1 ... 1
LUMO ... 0.888 eV
Highest occupied orbital energy ... -8.01 eV
Charge ... 0



b | Formula: C5H8N2S
Source: OMol25
Level of theory: ωB97M-V/def2-TZVPD

Structure (XYZ):
```
16
Properties=species:S:1:pos:R:3
C 0.006 1.304 -1.484
C 0.435 -0.590 0.180
C 1.323 -1.743 -0.112
C 0.220 -0.169 1.521
C -1.008 0.399 1.731
H -2.585 -0.448 -0.776
H -0.743 1.725 -2.142
H 1.809 1.823 -0.559
H 2.092 -2.219 0.495
H 1.363 -1.978 -1.271
H 0.891 -0.247 2.368
H -1.578 0.507 2.750
H -1.458 0.767 0.867
N -0.303 -0.003 -0.933
N 1.039 2.047 -1.332
S -1.503 -1.175 -1.301
```

Structure (SMILES) ... [H]/N=C\N(S)C(=C)C=C
2S+1 ... 1
LUMO ... 0.146 eV
Highest occupied orbital energy ... -8.49 eV
Charge ... 0



c | Formula: C5H8N2S
Source: OMol25
Level of theory: ωB97M-V/def2-TZVPD

Structure (XYZ):
```
16
Properties=species:S:1:pos:R:3
C -3.140 -0.527 0.676
C -0.742 1.396 -0.022
C 0.641 1.521 0.116
C 1.159 0.164 -0.009
C 0.048 -0.698 -0.188
H -2.763 -1.248 1.418
H -3.078 0.381 1.313
H -4.141 -0.913 0.344
H -2.872 0.018 -1.270
H -1.343 2.221 -0.002
H 1.262 2.414 0.073
H 3.092 -0.273 1.423
H 0.027 -1.739 -0.403
N -2.320 -0.556 -0.533
N -1.068 0.056 -0.449
S 2.859 -0.531 0.034
```

Structure (SMILES) ... CNn1ccc(S)c1
2S+1 ... 1
LUMO ... 0.899 eV
Highest occupied orbital energy ... -8.28 eV
Charge ... 0



Relative energies with respect to the most stable structure, expressed in hartree: a 0.0000; b 0.0831; c 0.0117.



a | Formula: C3H3O2Tm
Source: OMol25
Level of theory: ωB97M-V/def2-TZVPD

Structure (XYZ):
```
9
Properties=species:S:1:pos:R:3
C 1.845 0.016 0.007
C 0.507 0.057 -0.652
H 2.021 -1.020 0.359
H 0.464 -0.990 -1.040
H 0.274 0.834 -1.391
O 0.450 0.196 1.565
C -0.339 0.147 0.604
Tm -3.667 0.242 -0.077
O -1.555 0.517 0.624
```

Expectation value of S² ... 2.015
2S+1 ... 3
LUMO (alpha / beta) ... -10.041 / -10.026 eV
Highest occupied orbital energy (alpha / beta) ... -18.72 / -18.19 eV
Charge ... +2



b | Formula: C3H3O2Tm
Source: OMol25
Level of theory: ωB97M-V/def2-TZVPD

Structure (XYZ):
```
9
Properties=species:S:1:pos:R:3
C 0.524 0.775 -0.465
C 0.438 -0.413 -1.217
H -0.122 -0.434 -2.155
H 0.639 1.799 -0.812
H 1.164 -1.213 -1.045
O -0.288 0.837 1.871
C -0.278 0.438 0.662
O -0.605 -0.855 0.482
Tm -1.472 -0.934 2.679
```

Expectation value of S² ... 2.008
2S+1 ... 3
LUMO (alpha / beta) ... -10.023 / -11.038 eV
Highest occupied orbital energy (alpha / beta) ... -18.22 / -17.26 eV
Charge ... +2



Relative energies with respect to the most stable structure, expressed in hartree: a 0.0574; b 0.0000.



a | Formula: C6H8N2
Source: OMol25
Level of theory: ωB97M-V/def2-TZVPD

Structure (XYZ):
```
16
Properties=species:S:1:pos:R:3
C 1.310 0.004 -0.029
C 1.243 1.476 -0.170
C -0.119 1.836 -0.111
C -2.039 0.000 0.103
C -1.098 -1.332 -0.213
C -0.062 -0.383 -0.246
H 3.239 -0.875 0.660
H 1.863 -1.980 -0.325
H 2.121 2.212 -0.131
H -0.528 2.846 0.121
H -2.878 0.302 -0.491
H -2.057 -0.010 1.353
H -1.627 -2.033 -0.893
H -0.895 -1.994 0.644
N 2.385 -0.849 -0.071
N -0.858 0.780 -0.201
```

2S+1 ... 1
LUMO ... 0.873 eV
Highest occupied orbital energy ... -7.14 eV
Charge ... 0



b | Formula: C6H8N2
Source: OMol25
Level of theory: ωB97M-V/def2-TZVPD

Structure (XYZ):
```
16
Properties=species:S:1:pos:R:3
C -0.788 -2.045 -0.449
C 0.847 0.077 1.813
C 0.579 1.315 1.030
C -0.088 0.501 0.002
C -0.068 0.647 -1.462
C -0.535 0.939 -2.676
H -1.333 -3.120 -0.959
H -0.670 -1.079 -1.258
H -0.060 -0.030 2.554
H 1.950 -0.122 2.240
H 1.431 1.842 0.579
H -0.180 2.190 1.139
H -1.249 0.269 -0.006
H -0.577 1.379 -3.637
N 0.137 -2.044 0.643
N 0.605 -0.718 0.446
```

Structure (SMILES) ... C#C[C@@H]1CCN1N=C
2S+1 ... 1
LUMO ... 0.728 eV
Highest occupied orbital energy ... -8.69 eV
Charge ... 0



Relative energies with respect to the most stable structure, expressed in hartree: a 0.0000; b 0.1540.



a | Formula: C6H8N2
Source: OMol25
Level of theory: ωB97M-V/def2-TZVPD

Structure (XYZ):
```
16
Properties=species:S:1:pos:R:3
N 1.381 -1.100 0.723
N 1.298 1.518 -0.493
C 0.775 -0.840 -0.580
C 1.334 0.441 -1.146
H 0.905 -1.874 1.173
H 1.275 -0.281 1.313
H -0.177 1.478 0.536
H 1.615 2.356 -0.973
H 1.055 -1.665 -1.250
H 1.723 0.353 -2.166
C -0.702 -0.746 -0.570
C -1.124 0.997 0.917
C -1.803 -1.188 -0.903
C -1.965 0.919 1.777
H -2.730 0.753 2.490
H -2.860 -1.122 -0.847
```

Structure (SMILES) ... [H]/N=C/[C@@H](N)C#C.C#C
2S+1 ... 1
LUMO ... 0.743 eV
Highest occupied orbital energy ... -8.72 eV
Charge ... 0



b | Formula: C6H8N2
Source: OMol25
Level of theory: ωB97M-V/def2-TZVPD

Structure (XYZ):
```
16
Properties=species:S:1:pos:R:3
C 2.166 -0.099 -0.389
C 0.866 0.237 0.034
C 0.611 1.432 0.691
C -0.095 1.004 -0.571
C -1.505 0.050 -0.346
C -0.957 -1.329 -0.013
H -0.068 1.201 1.532
H 1.093 2.530 0.617
H -0.031 1.522 -1.534
H -2.067 0.153 -1.209
H -2.251 0.410 0.402
H -1.631 -1.551 0.764
H -0.767 -1.954 -0.883
H 0.885 -1.969 0.536
N 3.407 -0.613 -0.212
N 0.345 -1.026 0.582
```

Structure (SMILES) ... N#C[C@@]12C[C@@H]1CCN2
2S+1 ... 1
LUMO ... 0.632 eV
Highest occupied orbital energy ... -9.22 eV
Charge ... 0



c | Formula: C6H8N2
Source: OMol25
Level of theory: ωB97M-V/def2-TZVPD

Structure (XYZ):
```
16
Properties=species:S:1:pos:R:3
C -0.996 0.704 -1.917
C 0.079 -0.097 -0.247
C -0.017 1.353 -0.032
C 0.323 2.029 1.112
C 0.498 -1.224 0.990
C 0.460 -2.629 0.625
N -0.446 -0.372 -1.450
N -0.640 1.862 -1.162
H -1.562 0.709 -2.755
H 0.297 3.162 1.181
H 0.938 1.491 1.801
H 1.026 -0.617 1.691
H -0.509 -2.832 0.213
H 0.706 -3.295 1.407
H 1.043 -2.926 -0.230
H -1.200 2.683 -1.226
```

Structure (SMILES) ... C=c1[nH]cn/c1=C\C
2S+1 ... 1
LUMO (alpha / beta) ... 0.308 / -0.100 eV
Highest occupied orbital energy (alpha / beta) ... -7.04 / -7.70 eV
Charge ... 0



d | Formula: C6H8N2
Source: OMol25
Level of theory: ωB97M-V/def2-TZVPD

Structure (XYZ):
```
16
Properties=species:S:1:pos:R:3
C -2.373 0.201 0.050
C 1.319 0.684 0.148
C -0.065 1.243 -0.214
C 1.006 -0.593 0.958
C -0.386 -1.393 -0.897
C -0.985 0.049 -0.074
N -3.500 0.400 0.136
N -0.279 -1.097 0.512
H 1.887 0.446 -0.751
H 1.905 1.384 0.736
H -0.378 2.014 0.492
H -0.106 1.664 -1.218
H 1.771 -1.363 0.854
H 0.897 -0.350 2.017
H -1.138 -2.108 -1.174
H 0.425 -1.182 -1.575
```

Structure (SMILES) ... N#C[C@@]12CCCN1C2
2S+1 ... 1
LUMO ... 0.804 eV
Highest occupied orbital energy ... -9.07 eV
Charge ... 0



Relative energies with respect to the most stable structure, expressed in hartree: a 0.1470; b 0.1316; c 0.0655; d 0.0000.